Formula: C5H6Br2N2
Source: the Open Molecules 2025 dataset
Level of theory: ωB97M-V with the def2-TZVPD basis set

XYZ file:
```
15
Properties=species:S:1:pos:R:3:forces:R:3:lowdin_charge:R:1
C -2.01924 0.04191 -1.22955 0.414 0.603 1.023 -0.38
C 1.33995 -0.29046 0.05755 2.328 1.690 2.054 -0.29
C 1.00486 0.66095 -0.92345 -3.192 0.157 -2.963 0.03
C 0.43776 -0.25461 1.30685 0.987 -3.355 0.701 -0.28
C -1.31070 0.45239 -0.06454 1.406 1.244 -0.940 -0.80
N -2.52923 -0.22985 -2.21716 -0.462 -0.279 -0.815 0.17
N -0.94595 -0.42789 0.92417 -0.272 -1.795 -0.237 -0.49
Br -1.80556 2.18163 0.68710 -0.052 -0.381 -0.347 0.71
Br -1.38421 -2.29968 0.50882 0.441 1.238 0.306 0.74
H 1.30005 -1.23170 -0.33461 -0.018 -2.756 -0.807 0.06
H 2.42747 -0.02649 0.30501 -1.308 -0.756 0.381 0.16
H 1.50295 1.60029 -0.92087 -0.219 0.983 0.240 0.06
H 0.72145 0.31905 -1.96796 0.415 0.416 1.427 0.10
H 0.78431 -1.10597 1.98732 -0.785 1.111 -0.737 0.13
H 0.47611 0.61043 1.88132 0.319 1.879 0.713 0.08
```
Forces are in eV/Å.

LUMO energy (spin up / spin down): -0.03350 / -0.02992 Eh
ΔE to the lowest compared entry with this formula, charge and spin: 82.02 kcal/mol
2S+1: 1
E: -5451.49767 a.u.